Computed, not measured: a 2-piece molecular cluster, C10H12N2O overall, with wB97M-V/def2-TZVPD.

Results
**Relative energy (zero: lowest compared OMol25 entry of this formula, charge and spin)**: 501.1 kJ/mol
**Highest occupied orbital energy**: -8.97 eV
**SMILES**: C/N=C/c1ccccc1.CC#[N+][O-]
**Total energy**: -572.845374 hartree
**Maximum force**: 3.9 eV/A
**E_LUMO**: 0.39 eV

```
! wB97M-V def2-TZVPD RIJCOSX def2/J DEFGRID3
* xyz 0 1
C 2.2513 1.7039 0.3916
N 1.0014 1.4027 -0.2491
C 0.1206 0.7707 0.4419
C -1.2017 0.4156 -0.1401
C -2.0130 -0.4977 0.5405
C -3.2481 -0.8960 0.0007
C -3.6011 -0.4128 -1.2306
C -2.8454 0.5508 -1.8478
C -1.6367 0.9926 -1.3579
H 3.0209 1.0210 0.0515
H 2.6143 2.8375 0.0140
H 2.1560 1.8523 1.5003
H 0.2746 0.1794 1.4015
H -1.4756 -0.8823 1.4890
H -3.7207 -1.6818 0.4812
H -4.3781 -0.7661 -1.8436
H -3.1331 0.9307 -2.7847
H -1.0948 1.6586 -1.9571
C 0.8169 -1.3268 -2.1580
C 0.5607 -1.6838 -0.7975
N 0.3779 -2.2620 0.1809
O 0.0913 -2.7076 1.2621
H 1.5697 -2.0417 -2.5043
H 1.0453 -0.3314 -2.1735
H -0.1311 -1.5256 -2.7517
*
```

Computed, not measured: C10H12N4O4Pt as an isolated structure, with wB97M-V/def2-TZVPD.

Results
**Highest occupied orbital energy (spin up / spin down)**: -16.02 / -16.97 eV
**Total energy**: -1026.829313 hartree
**Maximum force**: 7.1 eV/A
**E_LUMO (spin up / spin down)**: -7.74 / -11.22 eV
**<S²>**: 2.012

```
! wB97M-V def2-TZVPD RIJCOSX def2/J DEFGRID3
* xyz 2 3
Pt -0.3185 -0.3656 -0.3072
O 3.0086 0.0509 2.3593
C 2.1126 0.1353 1.5881
C -1.8939 -1.2292 0.4367
O -2.8607 -1.8473 0.6855
C 0.2101 0.7921 -1.8031
O 0.3857 1.3337 -2.7973
C 0.7369 -1.8772 -0.7057
O 1.2988 -2.7336 -1.0643
C -0.1041 2.2441 2.1774
N -0.9485 1.8118 1.0124
C -0.9492 2.9240 -0.0025
N -1.5317 4.1871 0.6074
C -0.7068 4.5857 1.7805
N -0.6831 3.5198 2.8078
C -2.0877 3.2518 3.2300
N -2.9337 2.8353 2.0857
C -2.3477 1.5781 1.4919
C -2.9180 3.9029 1.0580
H 0.8982 2.4833 1.8503
H -0.1142 1.4732 2.9534
H -1.5675 2.6396 -0.8170
H 0.0658 3.1399 -0.2751
H -1.1762 5.4642 2.2151
H 0.3056 4.8002 1.4510
H -2.0955 2.4680 3.9969
H -2.5024 4.1800 3.6139
H -2.9567 1.2974 0.6401
H -2.3322 0.8213 2.2645
H -3.3040 4.8049 1.5174
H -3.5121 3.5953 0.2044
*
```

Computed, not measured: C10H12N4O7Pt as an isolated structure, with wB97M-V/def2-TZVPD.

Results
**Relative energy (zero: lowest compared OMol25 entry of this formula, charge and spin)**: 3.6 kJ/mol
**Highest occupied orbital energy (spin up / spin down)**: -17.26 / -17.26 eV
**Total energy**: -1252.394977 hartree
**Maximum force**: 0.8 eV/A
**E_LUMO (spin up / spin down)**: -12.19 / -12.19 eV

```
! wB97M-V def2-TZVPD RIJCOSX def2/J DEFGRID3
* xyz 2 1
Pt -0.7790 0.6224 -0.8560
O -0.6466 -3.4666 -1.2504
C -0.5124 -2.3437 -0.8452
O -0.9170 -1.2726 -1.4382
C 0.2395 -2.2516 0.5062
C 0.6188 -3.4363 1.0784
C 1.3043 -3.4061 2.2883
C 1.6758 -2.2336 3.0165
C 1.3334 -1.0440 2.4967
C 0.5787 -0.9783 1.2213
O 0.2236 0.1111 0.7715
N 1.7400 0.1987 3.2467
O 1.4468 1.2568 2.7417
O 2.2859 0.0007 4.2931
N 1.7013 -4.7221 2.8982
O 2.3448 -4.6435 3.9140
O 1.4347 -5.6947 2.2429
H 0.3861 -4.3767 0.5920
H 2.2190 -2.3195 3.9504
N -0.7853 2.5962 -0.2840
C -0.3095 3.5305 -1.3570
C -1.2226 3.4954 -2.5710
C -1.2290 2.1858 -3.3408
N -1.8254 1.0778 -2.5242
H -1.7105 2.8988 0.0226
H -0.1885 2.7003 0.5381
H 0.7072 3.2360 -1.6175
H -0.2751 4.5367 -0.9397
H -0.8895 4.2768 -3.2558
H -2.2433 3.7722 -2.2854
H -0.2221 1.8774 -3.6212
H -1.8205 2.2825 -4.2512
H -1.8693 0.2163 -3.0745
H -2.7942 1.3168 -2.3065
*
```

Computed, not measured: one molecule with the formula C10H12N4S, with wB97M-V/def2-TZVPD.

Results
**Relative energy (zero: lowest compared OMol25 entry of this formula, charge and spin)**: 607.9 kJ/mol
**Highest occupied orbital energy**: -7.65 eV
**Total energy**: -1005.233426 hartree
**Maximum force**: 6.2 eV/A
**E_LUMO**: 0.26 eV

```
! wB97M-V def2-TZVPD RIJCOSX def2/J DEFGRID3
* xyz 0 1
C -1.4460 0.1486 0.0684
C -2.4248 1.0337 0.2603
C -0.0840 0.7311 0.0040
C -3.9875 -0.1922 -0.2702
C -0.1293 2.2363 0.0765
C -5.1695 0.3456 -0.3903
C 1.0493 0.0290 -0.3457
C 2.3543 0.6949 -0.5636
C 0.9794 -1.4802 -0.6079
C 3.1869 0.8858 0.6334
N 0.9374 2.9350 0.0188
N 2.6880 0.8488 -1.7451
N -1.8152 -1.2019 -0.1887
N -3.2128 -1.2368 -0.4051
S -1.7740 2.6619 0.1843
H -5.9650 -0.3124 -0.3027
H -5.2468 1.3741 -0.3002
H 1.7043 -1.8634 0.0390
H 0.1039 -1.9266 -0.4088
H 1.4312 -1.6257 -1.6884
H 4.1523 0.3900 0.3932
H 3.3108 1.9479 0.8670
H 2.8733 0.3860 1.5929
H 0.7697 3.9438 0.0170
H 3.6995 1.2180 -1.8938
H -1.6328 -1.7652 0.5602
H -3.5218 -1.9906 -1.0233
*
```

Computed, not measured: an isolated ion of composition C10H12NO and charge +1, with wB97M-V/def2-TZVPD.

Results
**Relative energy (zero: lowest compared OMol25 entry of this formula, charge and spin)**: 441.1 kJ/mol
**Highest occupied orbital energy (spin up / spin down)**: -13.09 / -13.09 eV
**Total energy**: -517.817190 hartree
**Maximum force**: 4.2 eV/A
**E_LUMO (spin up / spin down)**: -5.58 / -5.57 eV

```
! wB97M-V def2-TZVPD RIJCOSX def2/J DEFGRID3
* xyz 1 1
C -0.4612 -2.7246 -0.6614
C -1.1069 -1.9436 -1.6262
C -0.0632 -2.1192 0.5139
C -1.3301 -0.6371 -1.3987
C -0.1902 -0.7590 0.7772
C -0.8011 -0.0444 -0.2334
C 0.5927 -0.0341 1.9084
C 2.0226 0.3252 1.4074
C -0.7293 1.4420 -0.0952
C -0.8056 2.2844 -1.2932
N 2.2339 1.3661 0.5154
O 1.3840 2.0426 0.0931
H -0.0567 -3.6707 -0.9113
H -1.6094 -2.4682 -2.5743
H 0.2319 -2.8306 1.3476
H -1.9612 0.0485 -2.0255
H 0.1530 0.8748 2.2223
H 0.8799 -0.6514 2.7305
H 2.5747 0.5122 2.2944
H 2.4801 -0.5648 0.9010
H -0.9945 1.8758 0.8970
H -1.8655 2.4431 -1.5885
H -0.1351 1.8878 -2.1973
H -0.4429 3.3450 -1.0033
*
```

Computed, not measured: an isolated ion of composition C10H12NO and charge +1, with wB97M-V/def2-TZVPD.

Results
**Relative energy (zero: lowest compared OMol25 entry of this formula, charge and spin)**: 245.7 kJ/mol
**Highest occupied orbital energy**: -13.36 eV
**SMILES**: C=[N+](C)Cc1ccccc1C=O
**Total energy**: -517.891602 hartree
**Maximum force**: 6.3 eV/A
**E_LUMO**: -3.77 eV

```
! wB97M-V def2-TZVPD RIJCOSX def2/J DEFGRID3
* xyz 1 1
C 1.4915 -1.6743 -0.4996
N 0.4119 -1.6997 -1.1460
C 0.2233 -2.0116 -2.5543
C -0.7993 -1.3223 -0.2769
C -0.4778 0.0377 0.4909
C -1.7605 0.3659 1.0393
C -2.0118 1.5111 1.7550
C -1.0276 2.4758 1.8681
C 0.1448 2.2583 1.2790
C 0.5166 1.0997 0.5733
C 1.9925 1.2610 0.1114
O 2.6210 0.3245 -0.3651
H 1.4237 -1.3416 0.5802
H 2.3939 -1.7022 -1.0913
H 1.2375 -2.3010 -2.7496
H -0.5010 -2.8221 -2.5848
H -0.2303 -1.2494 -3.1192
H -1.0321 -2.0980 0.3377
H -1.5835 -1.0687 -0.8634
H -2.3901 -0.4456 0.9406
H -2.8930 1.7983 2.2562
H -1.1962 3.3866 2.3686
H 0.8209 3.1196 1.3018
H 2.6255 2.0980 0.3479
*
```